[1]
51
Properties=species:S:1:pos:R:3:forces:R:3 method="wB97M-V/def2-TZVPD" gap_ev=7.1 homo_energy_ev=-7.2 charge=0 lumo_energy_ev=-0.110 energy_ha=-1921.54180
Rh -0.4927 0.4790 0.3297 -0.5 -0.1 0.0
Cl -2.2932 -1.9904 -5.7997 0.0 0.0 -0.1
C -1.4219 -1.2575 -4.4873 0.0 0.0 0.1
C -0.2836 -0.5419 -4.7385 -0.1 -0.1 0.0
C 0.4407 0.0658 -3.7007 -0.1 0.0 -0.1
I 2.1498 1.1452 -4.1581 0.1 0.1 0.1
C 0.0384 -0.0296 -2.3748 0.1 -0.1 0.0
O 0.6704 0.4992 -1.3816 0.3 0.1 0.1
C -1.1588 -0.7884 -2.1365 -0.1 0.0 0.2
N -1.5414 -0.8789 -0.8278 0.1 -0.4 0.1
C -2.6241 -1.5531 -0.5017 0.1 0.0 -0.1
C -3.4218 -2.1881 -1.4683 0.1 0.1 -0.1
C -3.0628 -2.1106 -2.7868 0.0 0.0 0.1
C -1.8983 -1.4027 -3.1607 0.0 0.0 -0.2
H 0.0683 -0.4384 -5.7553 0.0 0.0 0.0
H -2.8803 -1.5927 0.5479 0.0 0.0 0.0
H -4.3065 -2.7224 -1.1549 0.0 0.0 0.0
H -3.6580 -2.5845 -3.5545 0.0 0.0 0.0
O 0.9521 -1.1548 1.4520 -0.1 -0.1 -0.3
C 2.0505 -1.0526 1.9720 0.0 0.2 0.0
C 2.5996 -2.1289 2.8633 0.0 0.0 -0.1
C 2.0263 -1.7900 4.2576 0.0 -0.1 0.0
C 2.1838 -0.3343 4.7348 0.0 0.0 0.1
C 1.3642 0.7259 3.9763 0.0 0.0 0.0
C 2.0267 1.2281 2.6857 0.0 0.2 0.0
N 2.7485 0.1368 2.0132 0.0 -0.1 -0.1
H 3.6911 -2.1044 2.8856 0.0 0.0 0.0
H 2.2668 -3.1115 2.5352 0.0 0.0 0.0
H 2.4965 -2.4519 4.9880 0.0 0.0 0.0
H 0.9613 -2.0362 4.2495 0.0 0.0 0.0
H 3.2441 -0.0555 4.7448 0.0 0.0 0.0
H 1.8703 -0.3161 5.7810 0.0 0.0 0.0
H 1.1891 1.5835 4.6286 0.0 0.0 0.0
H 0.3772 0.3143 3.7459 0.0 0.0 0.0
H 2.7701 1.9959 2.9049 0.0 0.0 0.0
H 1.2948 1.6720 2.0070 0.1 -0.1 0.1
H 3.6635 0.0126 2.4210 0.0 0.0 0.0
C -2.1020 4.1854 0.7457 0.0 0.1 -0.1
C -1.8206 3.0409 -0.2311 -0.3 -0.1 0.2
C -3.1138 2.5873 -0.9132 0.0 0.0 -0.1
C -0.7846 3.4696 -1.2674 0.1 0.0 0.0
N -1.3113 1.9370 0.5710 0.4 0.8 0.2
H -2.5167 5.0422 0.2116 0.0 0.0 0.0
H -1.1820 4.5012 1.2372 0.0 0.0 0.0
H -2.8137 3.8799 1.5125 0.0 0.0 0.0
H -3.5330 3.3954 -1.5150 0.0 0.0 0.0
H -3.8554 2.2859 -0.1737 0.0 0.0 0.0
H -2.9191 1.7404 -1.5738 0.0 0.0 0.0
H -1.2121 4.2406 -1.9104 0.0 0.0 0.0
H -0.4601 2.6352 -1.8870 -0.1 0.0 0.0
H 0.0992 3.8806 -0.7798 0.0 0.0 0.0

***

[2]
19
Properties=species:S:1:pos:R:3:forces:R:3 method="wB97M-V/def2-TZVPD" gap_ev="2.6 / 9.4" multiplicity=2 homo_energy_ev="0.6 / -6.3" charge=-1 lumo_energy_ev="3.179 / 3.121" energy_ha=-422.40712
C 0.1193 1.5834 0.4648 -0.1 -0.1 0.4
C -0.2057 0.3058 0.2749 -1.4 0.3 -0.5
O -0.3739 -0.1960 -1.0082 1.0 -0.2 0.6
C -0.7338 -0.6001 1.3570 0.3 0.1 0.0
H -0.0730 2.0063 1.4450 0.5 0.0 0.1
H 0.4338 2.2528 -0.3201 -0.1 -0.1 -0.2
H -1.2766 0.0557 -1.3013 -0.2 0.1 -0.6
H -0.9913 0.0183 2.2158 -0.1 -0.2 0.1
H -0.0066 -1.3487 1.6782 0.2 0.1 0.0
H -1.5957 -1.1588 0.9924 -0.1 0.2 0.0
H 2.2526 -2.2141 -0.9621 -0.2 -0.9 0.2
H 1.5273 -0.9000 -1.0934 -0.5 0.1 -0.4
O 2.3902 -1.3129 -1.2070 0.4 0.9 0.0
H -3.2619 1.2714 -2.5490 0.1 0.0 0.3
H -3.1199 -0.1541 -3.0120 0.1 -0.1 0.2
O -2.7686 0.4506 -2.3219 0.0 0.0 -0.2
H 2.3294 -0.2330 1.0655 0.0 0.0 -0.4
H 2.8485 0.4995 2.2788 0.4 1.3 0.3
O 2.5057 -0.3262 2.0024 -0.3 -1.4 0.1

***

[3]
21
Properties=species:S:1:pos:R:3:forces:R:3 method="wB97M-V/def2-TZVPD" gap_ev=11.4 homo_energy_ev=-10.5 charge=0 lumo_energy_ev=0.830 energy_ha=-349.30746
C 1.5076 1.5315 -0.8582 -2.6 -0.1 0.3
C 0.3820 2.2546 -0.0208 1.3 -1.4 1.4
C -0.2594 1.3921 1.1705 0.7 1.7 1.9
C 0.0449 -0.1284 1.1796 1.0 0.6 -0.9
C -0.6383 -0.8026 -0.1024 2.5 1.1 1.5
O -1.5738 -1.7629 0.3108 0.1 -0.6 -2.2
H 1.0142 0.5162 -1.0613 2.1 1.3 -0.1
H 2.4586 1.6632 -0.3400 -0.1 -1.1 0.1
H 1.6437 2.1006 -1.7690 -0.2 -0.2 -0.5
H -0.4613 2.5696 -0.6074 0.1 0.6 -0.5
H 0.9617 3.0319 0.4986 -1.0 0.5 -0.5
H -1.3283 1.6174 1.2349 -0.1 -0.4 -0.4
H 0.0883 1.9825 2.1219 -0.2 -1.7 -1.3
H -0.2690 -0.7246 2.1176 0.7 1.2 -1.3
H 1.2054 -0.1412 1.0196 -2.1 -0.6 0.7
H 0.2547 -1.1729 -0.6297 -0.7 -1.3 0.0
H -0.9445 -0.0296 -0.8247 -1.1 -0.2 0.5
H -1.8268 -1.6088 1.2013 -0.3 0.4 1.1
O -0.4644 -4.2089 -1.5093 2.1 -0.7 0.8
H -0.9018 -3.7558 -0.7952 -1.0 0.4 -0.3
H -0.8936 -4.3240 -2.3369 -1.2 0.4 -0.4

***

[4]
63
Properties=species:S:1:pos:R:3:forces:R:3 method="wB97M-V/def2-TZVPD" gap_ev=8.4 homo_energy_ev=-7.6 charge=0 lumo_energy_ev=0.761 energy_ha=-1287.17893
C -3.7114 -2.3363 2.0302 0.1 -0.1 -0.4
C -3.6572 -2.9978 0.6567 -0.2 -0.2 0.4
O -3.1841 -2.1426 -0.3642 0.2 0.2 -0.2
C -1.8471 -2.0466 -0.5917 0.1 0.0 -0.1
C -1.4780 -1.4161 -1.7819 -0.2 0.0 0.1
C -0.1530 -1.3369 -2.1535 0.0 -0.1 0.1
C 0.8546 -1.8528 -1.3426 0.1 -0.2 0.0
C 2.3117 -1.7861 -1.7444 0.0 0.0 0.1
N 3.0660 -0.5919 -1.4008 -0.1 -0.1 -0.1
C 2.8657 0.5801 -2.2226 -0.1 0.2 -0.1
C 1.7217 1.4841 -1.7529 0.2 -0.2 -0.2
N 1.9501 1.8572 -0.3687 0.1 0.1 0.0
C 0.9960 2.8509 0.1131 0.1 -0.1 0.0
C -0.4310 2.3989 0.1391 0.0 0.0 0.4
N -1.1883 2.4215 -1.0132 0.1 0.1 -0.3
C -2.4303 1.9248 -0.7522 -0.3 -0.2 0.3
C -3.5267 1.7436 -1.5839 0.0 0.0 -0.1
C -4.6726 1.2225 -1.0234 0.0 0.0 -0.1
C -4.7335 0.9001 0.3344 -0.2 -0.1 0.2
C -3.6477 1.0739 1.1620 0.0 0.1 0.0
C -2.4684 1.5808 0.6192 0.0 0.1 -0.4
C -1.1811 1.8820 1.1618 0.3 0.2 -0.1
C -0.7778 1.6578 2.5800 0.0 0.0 -0.2
C 1.9829 0.6633 0.4592 0.0 -0.2 0.0
C 3.1307 -0.2539 0.0105 0.2 0.1 0.2
C 4.4909 0.3964 0.3193 -0.2 -0.3 0.5
C 4.9513 0.0968 1.7457 0.1 0.5 -0.3
O 5.0792 -1.2830 1.9994 0.1 -0.5 0.0
C 0.4806 -2.4549 -0.1504 0.1 0.1 -0.3
C -0.8472 -2.5577 0.2281 -0.3 0.0 0.2
H -4.0625 -3.0549 2.7665 0.0 -0.1 0.1
H -4.3935 -1.4926 2.0012 -0.1 0.1 0.1
H -2.7313 -1.9724 2.3273 0.1 0.0 0.1
H -4.6712 -3.2648 0.3424 0.2 0.0 0.0
H -3.0557 -3.9154 0.6909 -0.1 0.1 -0.1
H -2.2604 -1.0188 -2.4092 -0.1 0.0 -0.1
H 0.1029 -0.8896 -3.1045 0.0 0.1 -0.1
H 2.3917 -1.9064 -2.8290 0.0 -0.1 0.1
H 2.8369 -2.6262 -1.2752 -0.1 0.0 -0.1
H 3.7935 1.1615 -2.1948 -0.1 0.1 -0.1
H 2.6905 0.2669 -3.2540 0.1 0.0 0.0
H 0.7626 0.9571 -1.8758 0.1 0.1 0.0
H 1.7121 2.3929 -2.3629 0.0 0.0 0.0
H 1.0932 3.7294 -0.5347 0.0 0.0 0.1
H 1.3074 3.1360 1.1212 -0.1 0.1 -0.1
H -0.8724 2.7730 -1.9006 0.0 0.0 0.1
H -3.4807 2.0039 -2.6319 0.0 0.0 -0.1
H -5.5442 1.0640 -1.6413 -0.1 0.0 -0.1
H -5.6584 0.5088 0.7342 -0.1 0.0 0.0
H -3.7026 0.8316 2.2133 0.0 -0.1 0.1
H -0.5702 0.6014 2.7572 0.0 -0.1 0.1
H -1.5814 1.9595 3.2499 0.0 0.0 0.1
H 0.1149 2.2266 2.8285 0.1 0.0 0.1
H 1.0291 0.1137 0.4107 0.1 0.1 0.1
H 2.1501 0.9676 1.4942 0.0 0.0 0.1
H 3.0707 -1.1883 0.5773 0.0 0.1 0.0
H 4.4224 1.4748 0.1815 0.1 0.1 -0.1
H 5.2279 -0.0002 -0.3836 0.0 0.0 0.0
H 4.2189 0.4565 2.4716 0.1 0.1 0.0
H 5.9065 0.6083 1.9379 -0.2 0.0 0.0
H 5.6507 -1.6629 1.3221 0.0 0.0 0.1
H 1.2393 -2.8690 0.4992 0.1 -0.1 0.1
H -1.0827 -3.0506 1.1582 -0.1 0.0 0.1

***

[5]
13
Properties=species:S:1:pos:R:3:forces:R:3 method="wB97M-V/def2-TZVPD" gap_ev=9.7 homo_energy_ev=-9.7 charge=0 lumo_energy_ev=-0.001 energy_ha=-758.85563
C 1.4854 -0.7363 0.2240 0.9 1.8 -0.8
C 0.9816 0.4724 -0.5524 -3.7 1.0 0.3
C -0.3888 1.2012 0.2689 3.0 -2.9 0.2
P -1.6346 0.0941 0.0357 -3.2 -0.7 1.5
F -2.9372 0.6703 0.6828 0.4 0.4 -0.2
F -2.0293 0.0867 -1.4661 0.3 -0.7 0.3
F -2.2302 -1.4732 0.5277 2.0 2.3 -1.4
H 1.8754 -0.4597 1.1834 -0.2 0.2 0.8
H 2.3199 -1.2363 -0.2424 0.0 -0.4 -0.6
H 0.5988 -1.2959 0.2900 -0.6 -1.6 0.5
H 1.5647 1.3191 -0.8241 1.0 0.4 0.2
H 0.4380 0.1868 -1.4659 0.9 -0.3 -0.1
H -0.0436 1.1708 1.3385 -0.7 0.5 -0.7

***

[6]
9
Properties=species:S:1:pos:R:3:forces:R:3 method="wB97M-V/def2-TZVPD" gap_ev="6.5 / 6.2" multiplicity=3 homo_energy_ev="-6.1 / -8.8" charge=0 lumo_energy_ev="0.421 / -2.647" energy_ha=-1327.14638
C -0.5388 0.9921 -0.7588 1.9 -0.8 -0.3
C -0.4066 -1.0029 0.8838 -1.1 -1.1 -0.9
N 1.1387 0.1697 -0.6729 -1.5 -0.1 1.8
S -0.5862 2.0198 -1.9740 -0.1 1.0 -1.0
S -1.5716 0.3483 0.3947 0.5 -0.7 0.3
S 1.1930 -0.2636 0.9764 0.4 0.6 -0.1
H -0.9608 -1.3386 1.8056 1.5 -0.3 -0.8
H -0.1692 -1.7708 0.0507 -1.5 0.9 1.4
H 1.9014 0.8460 -0.7055 0.0 0.5 -0.5

***

What did the third record say?
21
Properties=species:S:1:pos:R:3:forces:R:3 method="wB97M-V/def2-TZVPD" gap_ev=11.4 homo_energy_ev=-10.5 charge=0 lumo_energy_ev=0.830 energy_ha=-349.30746
C 1.5076 1.5315 -0.8582 -2.6 -0.1 0.3
C 0.3820 2.2546 -0.0208 1.3 -1.4 1.4
C -0.2594 1.3921 1.1705 0.7 1.7 1.9
C 0.0449 -0.1284 1.1796 1.0 0.6 -0.9
C -0.6383 -0.8026 -0.1024 2.5 1.1 1.5
O -1.5738 -1.7629 0.3108 0.1 -0.6 -2.2
H 1.0142 0.5162 -1.0613 2.1 1.3 -0.1
H 2.4586 1.6632 -0.3400 -0.1 -1.1 0.1
H 1.6437 2.1006 -1.7690 -0.2 -0.2 -0.5
H -0.4613 2.5696 -0.6074 0.1 0.6 -0.5
H 0.9617 3.0319 0.4986 -1.0 0.5 -0.5
H -1.3283 1.6174 1.2349 -0.1 -0.4 -0.4
H 0.0883 1.9825 2.1219 -0.2 -1.7 -1.3
H -0.2690 -0.7246 2.1176 0.7 1.2 -1.3
H 1.2054 -0.1412 1.0196 -2.1 -0.6 0.7
H 0.2547 -1.1729 -0.6297 -0.7 -1.3 0.0
H -0.9445 -0.0296 -0.8247 -1.1 -0.2 0.5
H -1.8268 -1.6088 1.2013 -0.3 0.4 1.1
O -0.4644 -4.2089 -1.5093 2.1 -0.7 0.8
H -0.9018 -3.7558 -0.7952 -1.0 0.4 -0.3
H -0.8936 -4.3240 -2.3369 -1.2 0.4 -0.4